{
  "formula": "C7H8FN",
  "method": "ωB97M-V/def2-TZVPD",
  "elements": ["C", "C", "C", "C", "C", "C", "C", "N", "F", "H", "H", "H", "H", "H", "H", "H", "H"],
  "positions_angstrom": [[2.4994, 0.3493, -0.0446], [1.2071, 0.7598, -0.1805], [2.5585, -1.0500, -0.0510], [0.4339, -0.4035, -0.2853], [-1.9032, 0.2725, 0.6973], [-1.9960, 0.3489, -0.8113], [-1.0556, -0.5677, -0.1978], [1.2402, -1.5134, -0.0941], [-1.2878, -2.0185, -0.1478], [3.3374, 1.0441, 0.0512], [0.7081, 1.7407, -0.2569], [3.3633, -1.7272, 0.3014], [-1.1312, 1.0393, 1.0275], [-2.7792, -0.0478, 1.2734], [-3.0029, -0.0955, -1.2389], [-1.6340, 1.1416, -1.3934], [0.7909, -2.4351, -0.2008]],
  "homo_lumo_gap_ev": 9.06,
  "total_energy_ev": -11594.2584,
  "largest_force_ev_per_a": 4.42,
  "homo_ha": -0.294,
  "total_charge": 0,
  "smiles": "FC1(c2ccc[nH]2)CC1",
  "e_above_lowest_kcal_mol": 0.0,
  "spin_multiplicity": 1
}